1.
Formula: C39H32BiN12SSe2
Source: the Open Molecules 2025 dataset
Level of theory: ωB97M-V/def2-TZVPD

Structure (XYZ):
```
87
Properties=species:S:1:pos:R:3:forces:R:3
Bi -0.156 -0.360 0.140 0.1 1.0 -0.8
C 5.736 -3.325 -0.714 0.0 0.2 0.2
C 5.128 -3.916 -1.821 -0.3 -0.1 -0.1
C 3.766 -3.792 -2.052 0.0 -0.1 0.1
C 3.025 -3.050 -1.145 0.4 0.4 0.5
C 1.620 -2.700 -1.064 0.2 -0.1 0.0
N 1.436 -1.894 0.024 -0.2 -0.2 0.1
C 2.618 -1.737 0.684 0.1 -0.1 0.0
N 2.815 -1.156 1.841 0.4 0.0 0.1
C 1.861 -0.673 2.599 -0.1 0.2 0.2
C 2.054 -0.279 3.978 -0.5 0.3 0.3
C 3.171 -0.270 4.803 0.0 0.1 0.0
C 3.009 0.176 6.104 0.2 -0.1 -0.3
C 1.763 0.588 6.575 -0.3 0.1 0.0
C 0.641 0.575 5.763 0.0 0.0 0.0
C 0.796 0.145 4.453 0.7 -0.1 -0.1
C -0.128 0.009 3.347 0.2 -0.1 0.2
N -1.401 0.311 3.426 -0.2 0.1 0.3
C -2.291 0.029 2.505 -0.2 -0.1 -0.1
N -2.077 -0.563 1.296 0.0 -0.3 0.1
C -3.268 -0.759 0.661 0.0 0.1 0.3
N -3.469 -1.409 -0.460 -0.4 -0.1 -0.2
C -2.545 -2.057 -1.126 0.1 -0.1 -0.2
N -1.196 -2.031 -0.927 0.1 -0.1 0.2
C -0.583 -2.898 -1.783 -0.1 0.0 0.0
N 0.700 -3.154 -1.878 0.1 -0.3 -0.3
C -1.598 -3.534 -2.599 -0.6 0.2 0.1
C -1.534 -4.494 -3.599 -0.1 0.0 0.0
C -2.727 -4.866 -4.203 0.3 0.0 0.0
C -3.944 -4.308 -3.812 -0.2 0.1 0.1
C -4.018 -3.365 -2.802 0.0 0.0 0.0
C -2.833 -2.983 -2.197 0.5 -0.3 -0.4
C -4.327 -0.224 1.490 0.1 0.3 0.6
C -5.702 -0.154 1.335 -0.1 0.0 0.1
C -6.435 0.408 2.367 0.0 -0.1 -0.2
C -5.822 0.871 3.531 0.2 0.0 0.2
C -4.451 0.797 3.699 -0.1 0.0 0.0
C -3.708 0.258 2.662 -0.4 -0.1 -0.5
N 0.553 -0.477 2.266 -0.1 -0.2 0.1
C 3.652 -2.433 -0.043 -0.1 -0.3 -0.6
C 5.011 -2.570 0.193 0.0 -0.1 -0.1
H 6.797 -3.457 -0.566 0.1 0.0 0.0
H 5.739 -4.485 -2.504 0.0 -0.1 -0.1
H 3.286 -4.257 -2.898 0.0 -0.1 -0.1
H 4.131 -0.581 4.421 0.1 -0.1 0.0
H 3.862 0.207 6.764 0.0 0.0 0.1
H 1.675 0.934 7.594 0.0 0.0 0.1
H -0.322 0.899 6.123 -0.1 0.0 0.1
H -0.584 -4.915 -3.893 0.0 -0.1 -0.1
H -2.723 -5.590 -5.006 0.1 -0.1 0.0
H -4.852 -4.614 -4.308 -0.1 -0.1 -0.1
H -4.955 -2.923 -2.506 -0.1 0.0 0.1
H -6.181 -0.530 0.445 -0.1 0.0 -0.1
H -7.509 0.478 2.276 -0.1 0.0 0.0
H -6.431 1.285 4.319 -0.1 0.0 0.1
H -3.967 1.131 4.603 0.0 0.1 0.1
H 5.472 -2.091 1.042 0.1 0.0 0.1
C -0.328 3.713 -5.588 -0.1 0.0 0.0
C 0.475 2.564 -5.115 0.1 0.0 0.0
N 1.287 1.852 -5.833 -0.1 0.4 -0.8
N 1.817 0.941 -4.999 -0.6 0.4 0.8
C 1.338 1.064 -3.743 0.0 0.1 -0.1
S 1.775 0.160 -2.414 0.2 -0.6 0.1
N 0.469 2.114 -3.817 0.9 -0.5 -0.6
N -0.339 2.543 -2.780 -0.5 -0.1 0.5
H -0.093 3.900 -6.632 0.0 0.0 0.0
H -0.098 4.609 -5.006 0.0 0.0 -0.1
H -1.395 3.504 -5.491 0.0 0.0 0.0
H 2.489 0.260 -5.319 -0.1 0.1 0.1
H -0.779 3.423 -3.029 0.2 -0.1 0.0
H 0.218 2.654 -1.927 0.0 0.1 -0.3
C -1.898 4.655 0.403 0.2 -0.3 0.0
Se -1.280 2.820 0.738 -0.2 0.6 0.3
C 0.194 3.214 1.990 -0.3 -0.1 -0.2
C 1.486 3.627 1.322 0.3 -0.1 -0.4
Se 1.911 2.331 -0.122 -0.1 0.5 0.5
C 3.834 2.588 -0.278 -0.1 0.0 0.1
H -2.175 5.120 1.348 0.0 -0.1 -0.1
H -2.775 4.560 -0.235 0.1 0.1 0.0
H -1.119 5.226 -0.097 -0.1 0.0 0.0
H 0.327 2.283 2.543 0.0 0.1 0.0
H -0.181 3.974 2.678 0.1 -0.1 0.0
H 2.308 3.599 2.037 0.0 0.1 0.0
H 1.427 4.626 0.884 0.0 -0.1 0.1
H 4.289 2.468 0.703 0.1 0.0 0.0
H 4.051 3.571 -0.696 0.0 -0.1 0.1
H 4.187 1.807 -0.949 0.0 0.0 0.0
```
Forces are in eV/Å.

Summary:
Energy relative to the best compared isomer or geometry (same formula, charge and spin) ... 21.97 kcal per mole
2S+1 ... 1
E_LUMO (spin up / spin down) ... -4.2 / -4.2 eV
HOMO (spin up / spin down) ... -8.71 / -8.71 eV
Total charge ... +1
Frontier orbital gap (spin up / spin down) ... 4.542 / 4.542 eV

2.
Formula: C39H32Cl3O3OsP2
Source: the Open Molecules 2025 dataset
Level of theory: ωB97M-V/def2-TZVPD

Structure (XYZ):
```
80
Properties=species:S:1:pos:R:3:forces:R:3
Os -0.381 0.088 0.336 0.1 2.2 -0.6
P -1.136 0.101 -1.820 -1.9 -0.9 -4.3
C -0.653 -1.744 0.427 -1.1 -7.2 1.6
O -0.824 -2.893 0.618 0.7 4.7 -1.1
P 1.452 -0.184 1.654 3.1 -1.3 4.6
C -2.898 -0.451 -1.854 0.0 -1.6 0.6
C -0.513 -1.201 -2.969 0.4 0.3 0.3
C -1.177 1.620 -2.840 0.4 0.3 0.3
C 1.929 1.324 2.535 0.1 0.1 -0.9
C 0.995 -1.271 3.037 0.3 0.1 0.0
C 2.994 -0.954 1.114 -0.4 0.2 -0.8
C -3.898 0.511 -2.118 -0.1 0.6 0.4
C -5.254 0.159 -1.986 -1.7 -0.2 0.1
C -5.617 -1.172 -1.792 0.1 1.6 -0.3
C -4.613 -2.152 -1.573 -0.5 -0.3 -0.4
C -3.260 -1.804 -1.666 1.8 1.3 0.1
H -3.576 1.532 -2.417 -0.6 -0.8 0.2
H -6.031 0.964 -2.039 0.8 -1.0 -0.2
H -6.658 -1.448 -1.842 -0.1 -0.1 0.3
H -4.907 -3.179 -1.337 0.1 0.3 0.0
H -2.473 -2.581 -1.591 -0.7 0.6 0.1
C -1.659 2.800 -2.245 0.3 0.3 0.0
C -1.589 4.016 -2.936 -0.3 -0.2 0.3
C -1.094 4.040 -4.245 0.1 -0.4 0.0
C -0.638 2.864 -4.859 -0.2 -0.1 0.4
C -0.664 1.656 -4.159 0.0 -0.6 0.3
H -2.097 2.761 -1.237 0.3 0.2 -0.3
H -1.942 4.938 -2.449 0.2 -0.5 -0.3
H -1.068 4.976 -4.793 0.0 -0.1 0.1
H -0.246 2.874 -5.876 -0.1 0.1 0.2
H -0.303 0.715 -4.615 -0.2 0.8 0.2
C -1.321 -1.754 -3.987 0.2 -0.1 0.1
C -0.767 -2.683 -4.878 -0.3 0.5 0.5
C 0.581 -3.025 -4.752 0.3 0.1 0.0
C 1.391 -2.456 -3.763 -0.3 0.3 0.1
C 0.843 -1.525 -2.871 -0.2 -0.5 -0.2
H -2.379 -1.478 -4.063 0.6 -0.2 -0.2
H -1.414 -3.125 -5.643 0.4 0.1 0.2
H 1.014 -3.719 -5.466 0.0 0.0 0.2
H 2.443 -2.715 -3.670 -0.2 0.0 -0.2
H 1.443 -1.072 -2.078 0.1 -0.2 -0.3
C 1.631 -2.504 3.317 -0.5 0.1 -0.3
C 1.235 -3.218 4.448 0.1 0.1 -0.3
C 0.175 -2.747 5.243 0.3 0.3 -0.2
C -0.436 -1.519 4.962 0.1 0.5 -0.1
C 0.053 -0.718 3.909 -1.2 -0.5 0.3
H 2.406 -2.891 2.639 -0.4 0.2 0.5
H 1.762 -4.150 4.678 -0.4 0.4 0.1
H -0.122 -3.317 6.119 -0.1 0.0 -0.2
H -1.281 -1.160 5.569 0.6 -0.2 -0.2
H -0.325 0.322 3.745 0.2 -1.1 0.2
C 1.976 2.466 1.731 0.0 0.4 0.6
C 2.215 3.698 2.337 0.1 -0.1 -0.4
C 2.613 3.735 3.677 0.1 -0.2 -0.1
C 2.718 2.565 4.445 -0.1 -0.3 -0.3
C 2.331 1.345 3.886 -0.3 0.2 -0.1
H 1.831 2.388 0.629 0.0 0.5 0.8
H 2.076 4.609 1.750 0.4 -0.2 0.3
H 2.890 4.687 4.112 -0.1 0.0 0.1
H 3.086 2.578 5.478 -0.2 0.2 -0.5
H 2.328 0.421 4.476 0.1 0.5 -0.2
C 4.226 -0.510 1.623 -0.2 0.0 -0.2
C 5.391 -1.151 1.187 -0.4 0.2 0.2
C 5.301 -2.204 0.269 -0.1 -0.3 0.0
C 4.053 -2.692 -0.170 0.2 0.2 0.3
C 2.888 -2.063 0.265 0.5 0.1 -0.3
H 4.247 0.305 2.359 0.2 -0.4 -0.5
H 6.349 -0.799 1.584 -0.3 -0.3 -0.3
H 6.226 -2.675 -0.077 -0.4 0.1 0.1
H 3.972 -3.560 -0.829 0.2 0.3 0.2
H 1.909 -2.434 -0.057 0.4 0.1 0.1
H 0.977 1.342 -0.067 -0.8 -0.9 -0.4
H 0.750 0.574 -0.749 1.2 1.3 -0.2
Cl -3.275 1.675 3.901 -0.3 0.5 -1.0
C -3.315 2.455 2.247 0.7 0.0 0.5
Cl -4.504 1.652 1.166 -0.3 0.4 0.4
Cl -3.607 4.189 2.364 0.1 -0.9 -0.1
C -1.888 2.109 1.663 0.5 4.6 1.5
O -0.941 2.924 1.711 -2.5 -3.2 -0.7
O -1.956 0.922 1.173 1.4 -1.0 -0.5
```
Forces are in eV/Å.

Summary:
2S+1 ... 5
E_LUMO (spin up / spin down) ... -8.8 / -13.0 eV
<S²> ... 6.032
HOMO (spin up / spin down) ... -16.43 / -16.54 eV
Total charge ... +3
Frontier orbital gap (spin up / spin down) ... 7.645 / 3.551 eV

> The lowest total charge belongs to which entry?

C39H32BiN12SSe2